Run 1
Computed, not measured: C6H19BCsN as an isolated structure, with the ωB97M-V functional and the def2-TZVPD basis.

Last column: Mulliken charge in e.
Cartesian coordinates (Å):
Cs  -27.14  -16.57  9.89  0.97
B  -28.83  -17.39  12.38  0.20
H  -27.87  -17.29  12.87  -0.21
H  -28.96  -16.63  11.63  -0.50
H  -28.91  -18.38  11.96  -0.21
H  -29.56  -17.30  13.17  -0.23
C  -28.56  -12.07  10.47  -1.07
C  -26.95  -11.90  10.41  -0.46
N  -26.18  -13.11  10.72  0.22
C  -24.87  -12.91  10.21  -0.47
C  -24.21  -14.19  9.79  -1.02
C  -26.16  -13.58  12.09  -0.61
C  -25.52  -12.63  13.17  -1.18
H  -28.94  -12.49  9.54  0.27
H  -29.15  -11.19  10.71  0.35
H  -28.75  -12.75  11.30  0.26
H  -26.81  -11.49  9.41  0.43
H  -26.73  -11.18  11.20  0.23
H  -24.88  -12.32  9.29  0.44
H  -24.24  -12.35  10.91  0.22
H  -23.89  -14.60  10.75  0.30
H  -24.78  -14.93  9.23  -0.01
H  -23.36  -14.12  9.11  0.39
H  -25.70  -14.57  12.12  0.45
H  -27.19  -13.64  12.44  0.21
H  -24.47  -12.43  12.97  0.31
H  -25.71  -13.20  14.08  0.42
H  -26.01  -11.65  13.24  0.28

Results
* E_HOMO: -8.5 eV
* charge: 0



Run 2
Computed, not measured: C6H19BCsN as an isolated structure, with the ωB97M-V functional and the def2-TZVPD basis.

Last column: Mulliken charge in e.
Cartesian coordinates (Å):
Cs  0.59  -2.48  0.48  1.00
B  3.41  -2.41  -0.81  0.15
H  4.49  -2.38  -1.24  -0.22
H  2.65  -2.11  -1.63  -0.27
H  3.19  -3.51  -0.54  -0.26
H  3.30  -1.74  0.11  -0.31
C  0.14  0.54  -2.12  -1.06
C  -1.09  0.71  -1.24  -0.49
N  -0.73  0.58  0.17  0.47
C  0.03  1.75  0.63  -0.57
C  0.71  1.47  1.96  -1.11
C  -1.88  0.39  1.04  -0.59
C  -2.75  -0.85  0.72  -1.04
H  0.63  -0.41  -1.89  0.21
H  0.92  1.27  -1.89  0.28
H  -0.01  0.65  -3.20  0.40
H  -1.56  1.70  -1.42  0.28
H  -1.85  -0.02  -1.52  0.23
H  0.83  1.95  -0.08  0.26
H  -0.62  2.63  0.61  0.36
H  1.50  2.20  2.15  0.43
H  0.05  1.59  2.82  0.31
H  1.12  0.46  1.94  0.16
H  -2.54  1.28  1.02  0.31
H  -1.61  0.22  2.08  0.29
H  -3.53  -0.95  1.47  0.38
H  -2.13  -1.75  0.64  0.06
H  -3.25  -0.78  -0.25  0.32

Results
* E_HOMO: -8.5 eV
* charge: 0



Relative stability in kcal/mol, measured from the most stable structure: run 1 42.4; run 2 0.0



Run 1
Computed, not measured: the molecule C4H3FO3, with the ωB97M-V functional and the def2-TZVPD basis.

Last column: natural (NBO) charge in e.
Cartesian coordinates (Å):
O  -0.93  1.90  0.61  -0.47
C  -0.39  0.92  1.09  0.42
C  -0.02  -0.36  0.22  0.05
F  -0.28  -1.49  0.95  -0.32
C  1.41  -0.15  -0.25  0.41
O  1.91  0.96  -0.17  -0.46
C  -0.98  -0.45  -0.99  0.40
O  -0.62  -0.21  -2.12  -0.48
H  -0.08  0.85  2.16  0.14
H  1.94  -1.00  -0.58  0.14
H  -1.96  -0.98  -0.91  0.15

Results
* E_HOMO: -10.6 eV
* charge: 0



Run 2
Computed, not measured: the molecule C4H3FO3, with the ωB97M-V functional and the def2-TZVPD basis.

Last column: natural (NBO) charge in e.
Cartesian coordinates (Å):
O  0.57  -0.76  -1.70  -0.63
C  0.44  -0.05  -0.58  0.17
C  0.62  1.29  -0.31  -0.04
O  0.09  1.59  0.96  -0.41
C  -0.64  0.49  1.27  0.62
F  -1.39  0.54  2.33  -0.27
C  -0.44  -0.59  0.44  0.06
O  -1.35  -1.71  0.43  -0.66
H  1.72  -0.46  -1.79  0.49
H  1.39  1.94  -0.67  0.20
H  -1.02  -2.27  -0.39  0.49

Results
* E_HOMO: -8.5 eV
* charge: 0



Run 3
Computed, not measured: the molecule C4H3FO3, with the ωB97M-V functional and the def2-TZVPD basis.

Last column: natural (NBO) charge in e.
Cartesian coordinates (Å):
O  -1.34  -1.54  0.84  -0.47
C  -0.69  -0.50  1.30  0.39
C  0.29  0.17  0.31  0.03
F  1.10  1.20  1.02  -0.37
C  -0.41  1.11  -0.73  0.45
O  -1.55  1.23  -1.20  -0.44
C  1.25  -0.67  -0.32  0.37
O  1.05  -1.26  -1.42  -0.46
H  -0.69  0.00  2.51  0.19
H  0.46  1.68  -1.05  0.14
H  2.39  -0.69  0.14  0.17

Results
* E_HOMO: -11.0 eV
* charge: 0



Relative stability in kcal/mol, measured from the most stable structure: run 1 0.0; run 2 30.1; run 3 42.8



Run 1
Computed, not measured: the molecule C3H9N3S, with the ωB97M-V functional and the def2-TZVPD basis.

Last column: natural (NBO) charge in e.
Cartesian coordinates (Å):
C  2.71  -0.62  0.15  -0.40
N  1.43  0.08  0.02  -0.48
N  0.35  -0.67  -0.45  -0.30
C  -0.76  -0.04  -0.42  0.37
C  -0.97  1.45  -0.24  -0.71
N  -1.94  -0.72  -0.75  -0.76
S  -3.28  -0.42  0.21  0.18
H  3.47  0.11  0.11  0.20
H  2.94  -1.31  -0.67  0.21
H  2.75  -1.17  1.13  0.17
H  1.24  0.61  0.90  0.35
H  -1.50  1.56  0.73  0.24
H  -1.62  1.86  -1.01  0.24
H  -0.07  2.04  -0.22  0.24
H  -1.79  -1.72  -0.86  0.40
H  -2.95  -1.04  1.38  0.07

Results
* E_HOMO: -7.8 eV
* charge: 0



Run 2
Computed, not measured: the molecule C3H9N3S, with the ωB97M-V functional and the def2-TZVPD basis.

Last column: natural (NBO) charge in e.
Cartesian coordinates (Å):
H  -2.36  0.24  -0.41  0.34
N  -1.74  0.96  -0.09  -0.79
C  -0.51  0.53  -0.01  0.58
N  0.44  1.29  0.59  -0.62
C  0.10  2.65  0.95  -0.41
N  -0.04  -0.71  -0.52  -0.61
C  -1.01  -1.59  -1.16  -0.43
S  1.37  -1.45  0.07  0.19
H  1.39  1.02  0.37  0.40
H  0.98  3.12  1.46  0.20
H  -0.19  3.26  0.06  0.20
H  -0.75  2.68  1.63  0.22
H  -0.52  -2.44  -1.67  0.22
H  -1.82  -2.10  -0.50  0.19
H  -1.56  -1.03  -1.94  0.21
H  0.88  -1.93  1.27  0.09

Results
* E_HOMO: -8.9 eV
* charge: 0



Run 3
Computed, not measured: the molecule C3H9N3S, with the ωB97M-V functional and the def2-TZVPD basis.

Last column: natural (NBO) charge in e.
Cartesian coordinates (Å):
C  1.52  1.47  0.44  -0.41
N  0.55  0.51  -0.06  -0.35
C  1.03  -0.10  -1.29  -0.42
N  0.44  -0.53  0.93  -0.36
C  -0.75  -0.99  1.00  0.26
N  -1.82  -0.58  0.23  -0.79
S  -3.41  -0.91  0.70  0.19
H  1.62  2.28  -0.28  0.19
H  2.50  1.04  0.62  0.18
H  1.14  1.89  1.36  0.21
H  1.16  0.67  -2.04  0.20
H  0.31  -0.82  -1.68  0.20
H  2.01  -0.61  -1.16  0.18
H  -0.96  -1.77  1.72  0.19
H  -1.62  0.30  -0.26  0.42
H  -3.72  -1.84  -0.23  0.10

Results
* E_HOMO: -8.5 eV
* charge: 0



Relative stability in kcal/mol, measured from the most stable structure: run 1 27.6; run 2 0.0; run 3 23.7



Run 1
Computed, not measured: a 2-piece molecular cluster, C8H11NO overall, with the ωB97M-V functional and the def2-TZVPD basis.

Last column: natural (NBO) charge in e.
Cartesian coordinates (Å):
C  -4.00  1.30  -0.18  -0.21
C  -2.87  1.72  -0.27  -0.03
C  -1.51  2.24  -0.40  -0.46
C  -0.73  1.62  -1.58  -0.15
C  -0.50  0.19  -1.35  0.32
N  -0.38  -0.97  -1.30  -0.35
C  -1.31  2.02  -2.97  -0.38
C  -0.26  3.14  -3.06  -0.41
C  0.54  2.46  -1.93  -0.38
H  -4.99  0.87  -0.08  0.24
H  -1.56  3.33  -0.57  0.24
H  -0.94  2.09  0.52  0.25
H  -1.15  1.23  -3.72  0.23
H  -2.37  2.30  -2.97  0.23
H  0.25  3.26  -4.02  0.22
H  -0.67  4.12  -2.76  0.21
H  0.91  3.09  -1.12  0.21
H  1.35  1.83  -2.31  0.22
O  1.51  -1.61  0.96  -0.95
H  0.92  -2.09  0.34  0.49
H  1.85  -0.85  0.48  0.46

Results
* E_HOMO: -10.4 eV
* charge: 0



Run 2
Computed, not measured: a 2-piece molecular cluster, C8H11NO overall, with the ωB97M-V functional and the def2-TZVPD basis.

Last column: natural (NBO) charge in e.
Cartesian coordinates (Å):
C  1.94  -2.21  0.22  -0.28
C  1.87  -2.53  -1.17  -0.28
C  0.98  -1.30  0.48  -0.07
C  0.69  -2.02  -1.62  -0.06
C  -1.45  0.17  0.39  -0.46
C  -0.88  -0.36  -0.73  -0.01
C  -1.73  3.16  0.55  -0.15
C  0.15  1.84  0.81  -0.07
N  0.16  -1.19  -0.62  -0.35
O  -0.66  2.54  0.03  -0.42
H  2.76  -2.44  0.80  0.21
H  2.35  -3.33  -1.64  0.21
H  0.85  -0.82  1.45  0.22
H  0.32  -2.03  -2.55  0.20
H  -1.09  -0.33  1.35  0.21
H  -2.35  0.81  0.48  0.23
H  -2.35  3.47  -0.18  0.16
H  -1.01  -0.44  -1.80  0.21
H  -1.74  3.53  1.63  0.16
H  0.14  1.99  1.85  0.16
H  1.02  1.50  0.27  0.18

Results
* E_HOMO (spin up / spin down): -7.4 / -6.9 eV
* charge: 0



Relative stability in kcal/mol, measured from the most stable structure: run 1 0.0; run 2 94.3



Run 1
Computed, not measured: the molecule C2H5N5, with the ωB97M-V functional and the def2-TZVPD basis.

Last column: natural (NBO) charge in e.
Cartesian coordinates (Å):
C  -0.71  0.17  1.70  -0.42
N  0.47  -0.25  1.09  -0.63
C  0.49  -0.30  -0.35  0.43
N  1.63  -0.49  -1.15  -0.31
N  1.16  -0.25  -2.41  -0.01
N  -0.07  -0.10  -2.28  -0.14
N  -0.52  0.01  -1.03  -0.33
H  -1.62  -0.51  1.56  0.21
H  -0.35  0.03  2.82  0.20
H  -1.22  1.28  1.59  0.18
H  1.32  0.22  1.62  0.41
H  -0.58  0.20  -3.15  0.42

Results
* E_HOMO: -9.2 eV
* charge: 0



Run 2
Computed, not measured: the molecule C2H5N5, with the ωB97M-V functional and the def2-TZVPD basis.

Last column: natural (NBO) charge in e.
Cartesian coordinates (Å):
H  -1.71  1.79  -0.11  0.36
N  -0.75  1.96  0.16  -0.67
C  -0.01  0.94  -0.09  0.51
N  1.49  0.72  -0.06  -0.22
N  1.79  -0.46  0.06  0.06
N  0.57  -1.20  0.18  -0.33
N  -0.47  -0.51  -0.39  -0.32
C  -1.83  -0.97  0.09  -0.42
H  0.75  -2.20  0.02  0.39
H  -2.00  -0.65  1.31  0.21
H  -1.93  -1.98  -0.20  0.21
H  -2.49  -0.28  -0.70  0.22

Results
* E_HOMO: -8.7 eV
* charge: 0



Relative stability in kcal/mol, measured from the most stable structure: run 1 0.0; run 2 37.9